Record 1
Here is C17H49Li2O14 as an isolated structure from the OMol25 dataset. Energies are from wB97M-V/def2-TZVPD.

Computed properties:
**Total charge**: +1
**Molecular weight**: 491.4 g mol⁻¹
**DFT total energy**: -1745.3100 Eh
**Highest occupied orbital energy**: -11.79 eV

Each line ends with the Mulliken charge.
Cartesian coordinates (Å):
H1 2.366 -22.626 -0.219  0.16
H2 6.152 -20.673 -3.067  -0.24
H3 1.930 -19.142 0.752  -0.03
O1 7.050 -23.039 -2.734  -0.48
H4 1.727 -17.640 3.391  0.38
O2 7.843 -19.477 -3.170  -0.56
O3 1.152 -18.350 -1.873  -0.48
H5 3.894 -27.779 -0.114  0.32
H6 2.345 -21.333 -6.444  0.22
H7 3.055 -21.010 0.311  -0.17
H8 8.884 -22.070 -2.961  0.34
H9 0.445 -20.094 -4.641  0.22
H10 7.244 -18.970 -2.618  0.34
C1 8.495 -20.200 1.429  -1.35
C2 2.824 -22.203 -6.001  -0.41
H11 1.877 -24.564 -4.475  0.21
C3 2.490 -26.539 -1.256  0.12
H12 5.466 -20.400 1.475  -0.13
O4 1.420 -19.659 3.463  -0.53
H13 9.317 -19.769 0.852  0.34
Li1 4.279 -23.797 -3.605  0.65
C4 0.624 -19.376 -2.677  -0.32
H14 8.315 -21.152 0.925  0.26
C5 7.203 -20.726 -3.378  0.21
H15 -2.866 -23.749 0.067  0.35
H16 7.160 -21.037 -4.428  0.25
H17 1.509 -25.324 -0.003  0.21
C6 7.294 -19.300 1.407  0.69
Li2 4.458 -24.579 -0.135  0.79
H18 0.941 -20.353 -2.291  -0.01
H19 -1.964 -25.640 1.432  0.48
C7 3.259 -22.023 -0.030  -1.34
H20 0.899 -22.582 -4.994  0.45
H21 3.746 -28.121 -1.841  0.36
C8 1.971 -22.650 -4.806  0.13
H22 -1.407 -25.695 -0.266  0.21
H23 -0.159 -23.353 -0.481  0.29
H24 -1.674 -23.180 1.337  0.26
H25 6.995 -19.050 0.381  0.08
H26 3.365 -21.675 -2.175  -0.69
C9 1.385 -18.426 2.715  -0.51
H27 0.341 -18.322 2.418  0.23
H28 2.215 -21.894 -4.043  -0.39
C10 2.293 -18.443 1.502  0.75
H29 3.275 -18.781 1.856  -0.34
H30 6.290 -20.397 3.090  0.37
H31 7.110 -17.356 1.739  0.32
H32 1.665 -27.187 -0.953  0.44
H33 2.755 -23.064 -6.673  0.40
C11 -1.360 -25.141 0.676  -0.45
H34 2.418 -18.924 -5.337  0.27
H35 -0.462 -19.429 -2.555  0.42
H36 2.790 -16.592 1.687  0.34
O5 0.045 -25.098 1.039  -0.54
H37 2.537 -26.212 -2.305  -0.01
H38 5.033 -26.289 -2.271  0.25
O6 4.158 -22.014 -5.576  -0.52
C12 6.069 -19.825 2.186  -0.69
O7 2.261 -19.226 -4.438  -0.51
O8 4.545 -23.271 -1.643  -1.13
H39 0.151 -25.778 1.713  0.27
O9 -1.084 -23.160 -0.687  -0.47
H40 2.100 -18.488 -1.784  0.29
O10 4.967 -26.552 -1.349  -0.45
C13 0.843 -19.190 -4.170  -0.26
H41 6.284 -22.938 -2.137  0.29
H42 8.864 -20.332 2.445  0.38
H43 1.786 -19.490 4.332  0.29
H44 7.947 -21.645 -1.554  -0.19
C14 -1.827 -23.709 0.389  -0.44
C15 7.868 -21.874 -2.625  0.16
C16 3.796 -27.320 -1.097  -0.77
O11 2.395 -25.411 -0.397  -0.25
H45 3.753 -22.606 0.755  0.47
H46 0.489 -18.188 -4.415  0.39
C17 4.020 -21.985 -1.349  1.90
H47 4.168 -21.150 -5.134  0.30
O12 7.686 -18.064 2.033  -0.60
O13 2.395 -17.122 0.986  -0.55
O14 2.421 -23.836 -4.144  -0.23
H48 4.865 -21.284 -1.256  -0.09
H49 5.451 -19.031 2.607  0.27

---

Record 2
Here is one molecule with the formula C8H12N4 from the OMol25 dataset. Energies are from wB97M-V/def2-TZVPD.

Computed properties:
**Spin multiplicity**: 3
**Molecular weight**: 164.2 g mol⁻¹
**DFT total energy**: -530.8545 Eh
**Highest occupied orbital energy (spin up / spin down)**: -6.47 / -9.14 eV

Each line ends with the Mulliken charge.
Cartesian coordinates (Å):
C1 1.753 -0.498 -0.077  0.92
H1 -1.314 1.714 0.848  0.48
N1 -0.123 -0.549 1.401  -0.39
H2 -3.239 0.859 -1.876  0.35
H3 1.378 -0.613 -2.805  0.29
C2 2.097 -0.525 2.363  -0.51
C3 0.644 -0.660 2.399  -0.29
C4 2.689 -0.462 1.081  -0.71
C5 -2.562 0.056 -1.735  -1.45
H4 -2.892 -0.900 -1.764  0.39
C6 -2.096 1.727 0.235  -1.69
N2 2.505 -0.688 -1.176  0.53
H5 -1.887 0.048 -2.558  0.38
H6 2.675 -0.736 3.270  0.34
H7 -1.875 2.415 -0.519  0.46
H8 3.701 -0.496 0.852  0.43
N3 -0.500 0.234 -0.698  -0.65
C7 -1.926 0.297 -0.387  0.74
C8 0.341 -0.295 0.133  0.24
H9 3.446 -0.573 -0.888  0.20
H10 -3.028 2.035 0.699  0.33
H11 -2.259 -0.484 0.311  0.44
N4 2.303 -0.919 -2.395  -1.27
H12 0.169 -0.985 3.287  0.44

---

Maximum force per entry: 2.865, 5.651 eV/Å